[1]
Here is C4H3NO in the gas phase from the Open Molecules 2025 dataset. Energies are from wB97M-V/def2-TZVPD.

```
9
Properties=species:S:1:pos:R:3:forces:R:3:mulliken_charge:R:1
N -2.95028 0.38613 -0.07428 3.14 -1.04 0.57 -0.404
C -1.84919 0.01621 0.13220 0.07 -0.01 0.11 0.203
C -0.19553 -0.52507 0.42971 -2.71 1.42 -1.19 -0.302
C 0.64238 -0.87408 -0.74993 0.13 1.34 0.84 -0.413
C 0.88973 0.27190 -0.17016 -0.73 -1.20 0.11 0.321
O 1.59350 1.38150 -0.07132 0.16 0.17 -0.18 -0.465
H -0.18636 -1.02112 1.38591 -0.07 -0.06 0.16 0.326
H 0.80308 -1.59931 -1.50313 0.10 -0.41 -0.38 0.379
H 1.25268 1.96385 0.62100 -0.09 -0.22 -0.04 0.355
```
Forces are in eV/Å.

Calculated values
- M: 81.07 u
- ΔE to the lowest compared entry with this formula, charge and spin: 57.2 kcal/mol
- Kohn-Sham gap: 0.3810 Ha
- E_HOMO: -10.02 eV
- Multiplicity: 1
- SMILES: N#C[C@H]1C=C1O



[2]
Here is a molecular structure, C53H50N6OP2SSc from the Open Molecules 2025 dataset. Energies are from wB97M-V/def2-TZVPD.

```
114
Properties=species:S:1:pos:R:3:forces:R:3:mulliken_charge:R:1
Sc 0.81423 0.63446 -0.16014 0.42 0.39 -0.19 -0.753
C 3.52899 1.91685 1.48743 -0.02 -0.01 -0.03 -2.297
N 2.59858 2.31209 0.40594 -0.13 -0.02 -0.01 1.462
C 3.32338 2.60380 -0.84091 -0.03 0.00 0.03 -1.709
C 2.33129 2.94717 -1.91488 0.00 0.01 0.03 0.368
C 2.65960 3.80112 -2.95278 0.07 0.01 -0.02 -1.197
C 1.68163 4.15237 -3.87026 0.03 0.06 -0.06 -1.182
C 0.40664 3.63140 -3.71190 -0.04 0.03 -0.03 -0.807
C 0.17136 2.76364 -2.66573 0.05 0.07 0.03 -0.647
N 1.10747 2.41638 -1.76811 -0.11 -0.09 -0.01 2.134
C 1.91766 3.55348 0.83627 0.03 -0.04 0.03 -2.026
C 0.83980 3.24401 1.81772 -0.08 -0.05 -0.06 0.864
C 0.57627 4.10501 2.86282 -0.01 0.05 0.05 -1.264
C -0.50829 3.85716 3.69298 0.04 0.07 0.04 -1.103
C -1.28941 2.75001 3.43113 -0.04 -0.02 0.01 -1.355
C -0.94690 1.93518 2.36916 0.04 0.06 -0.03 -1.124
N 0.10507 2.14122 1.56286 0.02 0.03 0.20 2.199
C 3.42394 0.48064 1.89656 0.02 0.00 0.02 0.780
C 4.45380 -0.10027 2.62953 0.06 0.05 0.02 -1.060
C 4.31797 -1.40089 3.06972 0.09 -0.06 0.06 -1.062
C 3.15842 -2.09534 2.74262 -0.01 -0.06 0.04 -1.050
C 2.19867 -1.45034 1.99943 0.07 0.12 0.02 -0.674
N 2.30537 -0.17207 1.58535 -0.25 -0.15 0.04 1.919
H 3.30969 2.51739 2.37020 -0.01 0.03 0.08 0.590
H 4.55546 2.15826 1.21202 0.09 0.00 -0.03 0.676
H 3.91086 1.73739 -1.12579 0.09 -0.13 -0.04 0.457
H 4.02969 3.42661 -0.70483 0.03 0.09 0.01 0.779
H 3.66493 4.19965 -3.02018 -0.06 0.00 -0.02 0.610
H 1.90614 4.83013 -4.68546 0.00 -0.04 0.05 0.500
H -0.39876 3.88121 -4.39055 0.05 -0.01 0.02 0.641
H -0.79764 2.30676 -2.56159 -0.06 -0.06 0.03 -0.093
H 1.46416 4.04041 -0.02169 -0.05 0.03 -0.10 0.497
H 2.63788 4.26055 1.25308 0.05 0.02 0.03 0.676
H 1.21478 4.96570 3.01808 -0.04 -0.02 0.00 0.610
H -0.73194 4.51995 4.51937 0.00 -0.02 -0.02 0.514
H -2.15486 2.50365 4.03261 0.04 0.01 -0.03 0.708
H -1.55971 1.07737 2.16772 -0.06 0.04 -0.06 0.492
H 5.34716 0.47349 2.85007 -0.06 -0.04 -0.01 0.623
H 5.10326 -1.87310 3.64910 -0.05 0.04 -0.04 0.478
H 3.00324 -3.12240 3.04959 0.03 0.07 -0.01 0.634
H 1.31254 -1.97820 1.68804 -0.10 -0.08 -0.02 0.189
N -2.42546 -0.42386 0.24941 0.04 -0.08 -0.06 1.240
P -2.02129 0.95846 -0.64435 0.01 0.19 -0.03 0.078
C -2.82403 2.39662 0.11295 -0.16 -0.03 0.07 0.695
C -4.07977 2.28020 0.70753 -0.03 -0.01 0.04 -0.643
C -4.69582 3.39180 1.26225 -0.01 0.02 0.01 -0.926
C -4.07177 4.63312 1.20342 -0.05 0.04 0.02 -0.763
C -2.83203 4.76266 0.59180 0.02 0.03 -0.01 -0.960
C -2.20788 3.64481 0.05609 0.03 0.01 0.02 0.293
C -2.96693 0.82921 -2.19279 -0.05 0.01 -0.06 1.292
C -3.25638 1.99950 -2.90347 0.00 0.03 0.00 -0.632
C -3.95168 1.94336 -4.10114 0.00 0.02 -0.02 -0.891
C -4.38701 0.72117 -4.59771 -0.03 -0.02 -0.04 -0.716
C -4.12730 -0.44253 -3.88877 -0.02 -0.02 -0.04 -0.744
C -3.41508 -0.38817 -2.69911 0.01 -0.01 0.03 -0.330
P -1.14954 -1.18036 1.07477 0.13 0.11 -0.04 1.168
C -1.33182 -2.95562 0.73763 -0.06 -0.07 0.11 0.640
C -0.75666 -3.86394 1.63366 0.00 -0.01 0.00 -0.832
C -0.89306 -5.22748 1.43457 0.01 -0.05 -0.01 -0.650
C -1.61651 -5.70438 0.34642 -0.01 -0.05 0.06 -0.967
C -2.19441 -4.81286 -0.54323 -0.04 0.07 -0.02 -0.599
C -2.04993 -3.44267 -0.34975 -0.04 -0.10 0.01 0.194
C -1.55599 -1.16258 2.84441 -0.17 -0.16 0.08 0.793
C -2.80505 -1.65346 3.23844 -0.02 -0.03 -0.01 -0.918
C -3.15752 -1.67962 4.57723 0.00 0.00 0.03 -0.889
C -2.25329 -1.23864 5.53901 -0.07 -0.01 0.04 -0.697
C -1.00735 -0.76262 5.15914 0.05 0.02 0.01 -0.823
C -0.66284 -0.71575 3.81388 -0.03 -0.09 0.08 0.145
H -3.38665 -0.69898 0.39955 -0.19 -0.06 0.02 0.581
H -4.59418 1.32439 0.74154 0.04 0.04 -0.01 0.338
H -5.66980 3.29517 1.72820 0.07 0.01 -0.04 0.490
H -4.56030 5.50270 1.62723 0.03 -0.05 -0.03 0.443
H -2.35309 5.73395 0.53385 -0.03 -0.07 0.01 0.504
H -1.22806 3.74809 -0.39877 0.01 0.00 -0.02 0.239
H -2.97373 2.96983 -2.50898 -0.02 -0.03 0.01 0.504
H -4.17765 2.85893 -4.63552 0.01 -0.06 0.04 0.479
H -4.94547 0.67960 -5.52544 0.03 0.00 0.06 0.440
H -4.49056 -1.39514 -4.25746 0.03 0.07 0.03 0.498
H -3.23492 -1.30340 -2.15470 0.00 -0.02 0.01 0.164
H -0.24200 -3.51413 2.52246 -0.01 0.02 -0.03 0.450
H -0.45765 -5.92236 2.14362 -0.03 0.05 -0.05 0.502
H -1.74549 -6.77137 0.20589 0.01 0.06 0.01 0.443
H -2.78015 -5.17852 -1.37792 0.02 0.01 0.03 0.497
H -2.53981 -2.76057 -1.03003 -0.03 -0.01 0.00 0.121
H -3.50308 -2.04330 2.50234 0.04 0.03 0.03 0.334
H -4.12848 -2.05803 4.87543 0.07 0.03 -0.02 0.492
H -2.52494 -1.27144 6.58752 0.03 0.00 -0.06 0.462
H -0.30381 -0.42338 5.91130 -0.05 -0.02 -0.06 0.548
H 0.30053 -0.31699 3.53045 0.11 0.02 -0.06 0.294
C 4.26934 -1.19425 -1.23899 0.10 -0.19 -0.01 -0.731
C 2.91331 -1.80509 -1.08434 0.10 -0.12 -0.08 0.984
O 1.95347 -1.08368 -0.76808 0.09 0.08 -0.04 0.874
C 2.75129 -3.23284 -1.30866 0.07 -0.04 -0.02 0.532
C 1.48580 -3.82372 -1.23652 -0.04 -0.02 0.05 0.999
C 1.33714 -5.17078 -1.50617 -0.03 -0.01 -0.02 -1.070
C 2.44905 -5.94009 -1.83236 0.02 -0.08 -0.02 -0.653
C 3.71490 -5.36800 -1.88983 0.01 -0.04 -0.02 -1.082
C 3.86579 -4.01845 -1.63751 0.06 -0.04 0.01 -0.854
H 4.20682 -0.12602 -1.11249 0.01 0.21 0.03 -0.889
H 4.69802 -1.42574 -2.21548 -0.02 0.04 0.05 0.612
H 4.94582 -1.60392 -0.48232 -0.05 0.03 -0.05 0.459
H 0.62486 -3.22458 -0.97226 0.08 -0.06 -0.02 -0.234
H 0.35640 -5.62629 -1.46332 0.09 0.04 -0.01 0.486
H 2.32882 -6.99632 -2.04566 0.01 0.07 0.02 0.465
H 4.57665 -5.97497 -2.13847 -0.06 0.04 0.01 0.456
H 4.85596 -3.58328 -1.69524 -0.08 -0.05 0.00 0.513
S 0.81889 -1.01807 -4.86404 0.14 -0.07 -0.09 -0.167
C -0.18141 -1.96430 -3.86168 -0.14 0.01 -0.03 0.075
C -0.30835 -1.36412 -2.65422 0.03 0.03 0.09 -1.329
N 0.38803 -0.18572 -2.50213 -0.13 -0.18 0.06 1.491
C 1.03964 0.09266 -3.60754 -0.02 0.13 0.03 -0.562
H -0.63343 -2.88372 -4.20606 0.04 0.11 0.03 0.496
H -0.88960 -1.75439 -1.82938 0.10 0.10 -0.10 -0.318
H 1.67601 0.96237 -3.73471 -0.11 -0.18 0.00 0.066
```
Forces are in eV/Å.

Calculated values
- M: 925.99 u
- ΔE to the lowest compared entry with this formula, charge and spin: 8.1 kcal/mol
- Kohn-Sham gap: 0.2934 Ha
- Charge: +3
- E_HOMO: -15.59 eV
- Multiplicity: 1



[3]
Here is 2 unconnected molecules or ions with the total composition C10H10N2 from the Open Molecules 2025 dataset. Energies are from wB97M-V/def2-TZVPD.

```
22
Properties=species:S:1:pos:R:3:forces:R:3:mulliken_charge:R:1
N 0.45938 -3.17108 -0.13753 -0.03 0.80 2.56 -0.541
C 0.48834 -4.17669 0.81927 0.25 1.65 -2.34 -0.216
C 0.74016 -3.94377 2.14517 0.98 1.18 0.47 -0.440
C 0.94915 -2.61875 2.52688 0.20 -0.17 0.87 -0.275
C 0.92110 -1.56459 1.63858 -0.76 0.05 -0.09 -0.184
C 0.64479 -1.86273 0.33543 -0.95 -3.35 -1.65 -0.061
H 0.33324 -5.17428 0.43565 0.00 -0.06 -0.08 0.388
H 0.98444 -4.71599 2.85959 -0.61 -0.25 -0.02 0.372
H 1.12303 -2.37706 3.56502 0.13 -0.18 0.17 0.339
H 0.93877 -0.53234 1.95567 0.31 0.03 0.21 0.300
H 0.39589 -1.14281 -0.43019 0.48 0.36 -0.09 0.314
N -0.31189 4.26878 -2.02970 -1.43 -3.99 1.50 -0.004
C -1.59591 3.86980 -2.15837 1.00 0.17 0.11 -0.174
C -1.94952 2.59832 -1.62991 0.89 0.61 0.23 -0.349
C -1.03536 1.85918 -0.88766 0.50 0.37 -1.22 -0.017
C 0.32584 2.26584 -0.84095 -2.81 -0.91 0.18 -0.135
C 0.61642 3.44519 -1.46911 0.97 2.29 -0.43 -0.264
H -2.37883 4.49825 -2.55646 0.24 0.34 -0.25 0.397
H -2.95203 2.21812 -1.75961 -0.21 0.41 0.01 0.384
H -1.42298 0.91581 -0.53243 0.44 -0.17 0.42 0.400
H 1.06777 1.61219 -0.40659 0.31 0.34 -0.04 0.378
H 1.65825 3.72856 -1.44279 0.11 0.49 -0.51 0.387
```
Forces are in eV/Å.

Calculated values
- M: 158.20 u
- ΔE to the lowest compared entry with this formula, charge and spin: 0.0 kcal/mol
- Kohn-Sham gap (alpha / beta): 0.2476 / 0.1090 Ha
- Charge: +1
- E_HOMO (alpha / beta): -12.03 / -12.03 eV
- Multiplicity: 2



[4]
Here is C4H9ClN2O in the gas phase from the Open Molecules 2025 dataset. Energies are from wB97M-V/def2-TZVPD.

```
17
Properties=species:S:1:pos:R:3:forces:R:3:mulliken_charge:R:1
O 0.98404 1.74662 0.22429 0.68 -0.95 -5.28 -0.571
C 1.81293 0.52767 -0.15650 2.76 3.12 -0.37 -0.884
C 1.33898 -0.31223 -1.26666 2.65 2.48 -0.99 0.012
N 0.57490 -1.23822 -1.07531 -3.92 -2.13 0.88 -0.534
N -0.09002 -1.24576 0.09251 1.10 -1.16 0.00 -0.051
C -0.65723 -0.24445 0.95930 0.40 0.56 -0.19 -0.498
C -2.13469 -0.10793 0.66646 0.10 4.93 -1.30 -0.600
Cl -2.17453 0.61485 -1.18415 -0.09 -0.37 1.55 -0.257
H 0.68747 1.86131 -0.80562 0.30 0.57 3.92 0.387
H 1.99842 -0.11146 0.67725 -0.40 -0.28 0.97 0.462
H 2.85024 0.96931 -0.38923 -1.47 -0.68 0.08 0.250
H 1.67171 -0.37442 -2.27449 1.30 0.82 -0.57 0.463
H -0.77503 -1.89572 -0.03655 -1.83 -2.52 -0.13 0.271
H -0.01204 0.68597 0.96412 -1.99 -0.89 0.02 0.458
H -0.48675 -0.72540 1.88076 -0.40 -0.18 1.84 0.384
H -2.85126 -0.82940 0.49559 -0.55 -2.58 0.00 0.386
H -2.73715 0.67927 1.22823 1.36 -0.75 -0.43 0.321
```
Forces are in eV/Å.

Calculated values
- M: 136.58 u
- ΔE to the lowest compared entry with this formula, charge and spin: 99.9 kcal/mol
- Kohn-Sham gap: 0.3468 Ha
- E_HOMO: -8.71 eV
- Multiplicity: 1
- SMILES: OC/C=N\NCCCl



Number 1: electronic energy -7730.26410 eV. Number 2: electronic energy -116858.20849 eV. Number 3: electronic energy -13501.69545 eV. Number 4: electronic energy -21839.88623 eV.